[1]
49
Properties=species:S:1:pos:R:3:forces:R:3 method="wB97M-V/def2-TZVPD" e_lumo_ev=-0.1196 largest_force_ev_per_a=0.22 homo_lumo_gap_ha=0.243 homo_energy_ev=-6.73 total_charge=0 e_above_lowest_ev=0.000
Rb -0.32070 -0.37968 0.14223 0.0 0.1 0.1
F -5.98491 -0.72211 2.64436 0.0 0.0 0.0
C -6.03652 -0.73144 1.30711 0.0 0.0 0.0
F -5.82360 -2.00217 0.90227 0.0 0.0 0.0
F -7.32568 -0.46272 0.98404 0.0 0.0 0.0
C -5.09669 0.24686 0.65514 -0.1 -0.1 0.0
C -5.63655 1.25223 -0.11866 0.0 0.1 0.0
C -4.80336 2.16290 -0.75634 0.0 -0.1 0.1
C -3.44456 1.97978 -0.58864 0.0 0.1 -0.1
N -2.89549 1.02260 0.15061 0.0 -0.1 0.1
C -3.68734 0.13995 0.82377 0.2 0.0 0.1
S -2.94747 -1.03892 1.84581 -0.1 0.2 -0.1
H -6.70954 1.32846 -0.22668 0.0 0.0 0.0
H -5.19260 2.96655 -1.36357 0.0 0.0 0.0
H -2.74502 2.64638 -1.08728 0.0 0.0 0.0
N 1.20996 -2.44294 -1.66951 0.0 -0.1 -0.1
C 0.68300 -3.43368 -0.82905 -0.1 -0.1 -0.1
C 1.46994 -4.26363 -0.07491 0.0 0.0 0.1
C 0.89494 -5.19073 0.82026 0.0 0.0 0.0
C -0.45881 -5.29428 0.94931 0.0 0.0 0.0
C -1.30207 -4.46875 0.16588 0.0 0.0 0.1
C -2.71392 -4.53278 0.22683 0.0 0.0 0.0
C -3.45990 -3.71812 -0.56666 0.0 0.0 0.0
C -2.79625 -2.82188 -1.42957 0.0 0.1 0.0
N -1.49341 -2.71772 -1.51558 0.0 -0.1 0.0
C -0.74067 -3.53441 -0.72461 0.1 0.0 -0.1
H 2.14764 -2.64337 -1.98387 0.0 0.0 0.0
H 0.58987 -2.24782 -2.44593 0.0 0.0 0.0
H 2.54887 -4.19911 -0.15954 0.0 0.0 0.0
H 1.54728 -5.82385 1.40760 0.0 0.0 0.0
H -0.90508 -6.00059 1.63737 0.0 0.0 0.0
H -3.18520 -5.21854 0.92003 0.0 0.0 0.0
H -4.53867 -3.72144 -0.52089 0.0 0.0 0.0
H -3.37422 -2.15571 -2.06179 0.0 0.0 0.0
C 1.29860 -2.22257 2.88348 0.0 0.1 0.1
C 1.49667 -0.86189 3.52271 -0.1 -0.1 -0.1
O 0.83634 0.11255 2.72965 0.1 0.0 0.0
C 0.56294 1.31651 3.43081 0.0 0.0 0.0
C -0.21439 2.23562 2.51820 -0.1 0.0 0.0
H 1.89420 -2.97116 3.40732 0.0 0.0 0.0
H 1.61212 -2.22277 1.83858 0.1 0.0 0.0
H 0.24931 -2.51925 2.92016 0.0 0.0 0.0
H 2.56133 -0.60882 3.60835 0.0 0.0 0.0
H 1.07390 -0.85512 4.53378 0.0 0.0 0.0
H 1.50615 1.77744 3.75247 0.0 0.0 0.0
H -0.02282 1.08154 4.32649 0.0 0.0 0.0
H 0.38188 2.51602 1.64670 0.0 0.0 0.0
H -0.48235 3.15120 3.04635 0.0 0.0 0.0
H -1.13986 1.75840 2.18841 0.0 0.0 0.0


[2]
49
Properties=species:S:1:pos:R:3:forces:R:3 method="wB97M-V/def2-TZVPD" smiles="CCCCCNC(=O)NS(=O)(=O)c1cc(C#N)ccc1Nc1ccc(F)cc1" e_lumo_ev=-0.2450 largest_force_ev_per_a=4.44 homo_lumo_gap_ha=0.280 homo_energy_ev=-7.87 total_charge=0 e_above_lowest_ev=0.685
C 1.74202 3.61025 3.25250 -0.7 -0.9 -1.4
C 1.54008 4.12903 1.82065 0.7 -0.1 0.3
C 1.79366 3.04834 0.79008 -0.5 -1.0 0.3
C 1.55400 3.47220 -0.65776 -0.4 -0.6 0.2
C 0.06880 3.86711 -0.96254 0.9 0.7 0.4
N -0.96584 2.98052 -0.36947 1.4 0.8 -1.7
C -1.08680 1.70285 -0.82515 -1.8 0.5 3.0
O -1.68740 0.91612 -0.09517 0.0 -0.5 -0.3
N -0.61226 1.27147 -2.03090 0.5 0.2 -0.4
S 0.30628 -0.14580 -1.89867 4.4 -0.3 0.2
O 1.11028 -0.11959 -0.66317 -2.6 -0.3 -1.3
O 1.17884 -0.08192 -3.06568 -1.7 -0.1 0.3
C -0.76937 -1.56932 -2.10038 -0.2 0.1 -0.9
C -0.96640 -1.98947 -3.41289 0.6 0.5 -1.3
C -1.73690 -3.10933 -3.73103 0.2 0.4 1.0
C -1.89738 -3.58410 -5.07362 0.0 -0.1 -0.3
N -2.04406 -4.01732 -6.12989 0.0 0.2 0.2
C -2.33132 -3.79468 -2.67221 -0.4 -1.2 0.6
C -2.13613 -3.39742 -1.34600 -0.3 -1.0 -1.1
C -1.35357 -2.30098 -1.06483 -0.2 1.3 0.1
N -1.28983 -1.80594 0.20787 -0.6 1.2 -0.1
C -0.67546 -2.45681 1.23212 0.7 0.3 3.2
C -0.43931 -1.67887 2.39748 1.4 -0.9 0.8
C 0.38075 -2.15622 3.45683 0.0 -0.8 -0.7
C 0.84954 -3.48535 3.45032 -1.0 -0.2 -1.8
F 1.65561 -3.95706 4.45157 -0.6 0.4 -0.7
C 0.49105 -4.34084 2.35783 0.8 1.0 1.3
C -0.24474 -3.78460 1.28159 0.3 -1.0 -0.2
H 2.70522 3.13310 3.31576 0.5 -0.2 0.2
H 0.97435 2.83781 3.43999 0.3 0.3 0.2
H 1.66767 4.38375 3.97090 -0.1 0.7 0.8
H 0.52711 4.48912 1.72587 -0.4 0.4 -0.1
H 2.22640 4.95640 1.61519 -0.1 0.2 0.1
H 1.11918 2.19572 1.02592 0.4 0.3 -0.2
H 2.80875 2.63321 0.92399 -0.3 0.3 -0.2
H 2.22119 4.32992 -0.85661 -0.4 -0.3 -0.4
H 1.79765 2.61259 -1.29465 0.4 0.3 0.0
H -0.03395 4.01711 -2.06153 -0.3 -0.4 0.7
H -0.00957 4.87369 -0.55500 -0.7 0.0 0.1
H -1.31936 3.16401 0.58018 0.3 -0.4 -1.0
H -0.12110 1.95407 -2.60408 0.1 -0.3 -0.1
H -0.47537 -1.46907 -4.25268 -0.2 -0.1 0.7
H -2.93280 -4.70241 -2.89109 0.4 0.8 0.2
H -2.61173 -3.90261 -0.50631 0.0 0.0 -0.4
H -1.41194 -0.76486 0.28410 0.4 -1.2 -0.1
H -0.78132 -0.65342 2.45952 0.0 0.0 -0.2
H 0.76307 -1.51692 4.24804 -0.5 0.1 0.0
H 0.91947 -5.37690 2.41135 -0.8 1.1 -0.5
H -0.46710 -4.41653 0.42164 0.2 0.0 0.2


[3]
49
Properties=species:S:1:pos:R:3:forces:R:3 method="wB97M-V/def2-TZVPD" e_lumo_ev=1.9435 largest_force_ev_per_a=0.57 homo_lumo_gap_ha=0.258 homo_energy_ev=-5.08 total_charge=-1 e_above_lowest_ev=1.257
Pb -0.21288 0.14223 -0.14209 0.4 -0.3 0.3
O 3.51686 0.39320 5.19530 0.0 0.0 0.0
C 2.69471 0.53792 4.12425 0.0 0.0 -0.1
C 3.09887 1.20001 2.96599 -0.2 0.0 0.3
C 2.19837 1.28039 1.92417 0.0 0.0 -0.3
N 0.97982 0.76051 1.99829 0.0 -0.3 -0.3
C 0.60940 0.10292 3.09159 -0.2 -0.2 -0.1
C 1.42616 -0.03517 4.19357 0.2 0.3 0.0
C -0.73280 -0.61510 2.99621 0.0 -0.1 0.0
O -1.26016 -1.00008 4.03067 0.0 0.0 0.0
O -1.15974 -0.78186 1.80231 0.2 0.2 -0.1
C 2.59775 1.85161 0.56471 -0.1 -0.1 0.0
O 3.58728 2.57321 0.51173 0.0 0.0 0.0
O 1.85100 1.47157 -0.39513 -0.1 -0.1 0.2
H 4.36173 0.81204 4.99851 0.0 0.0 0.0
H 4.08441 1.63196 2.84956 0.0 0.0 0.0
H 1.09296 -0.58660 5.05953 0.0 0.0 0.0
O 0.47020 -1.49281 -0.94349 -0.2 0.4 0.2
C -2.93408 4.07079 -4.97412 0.0 0.0 0.0
C -1.94153 3.61211 -3.93523 0.0 0.0 0.0
C -0.61812 4.01906 -3.99582 0.0 0.0 0.0
C 0.28002 3.58399 -3.02484 0.0 0.0 0.0
C 1.73086 3.98389 -3.05218 0.0 0.0 0.0
C -0.17774 2.76460 -2.01095 -0.2 -0.2 0.0
C -1.49618 2.30993 -1.92016 0.0 0.0 -0.1
C -2.37471 2.76327 -2.92016 0.0 0.0 0.0
N -1.83980 1.46140 -0.85493 0.1 0.0 0.2
C -3.26406 1.10665 -0.63620 0.0 0.0 0.0
C -4.08476 2.38792 -0.39785 0.0 0.0 0.0
C -3.42863 0.28769 0.63625 0.0 0.0 0.0
C -3.81701 0.22294 -1.77097 0.0 0.0 0.0
H -2.45829 4.71711 -5.71193 0.0 0.0 0.0
H -3.75549 4.62819 -4.51785 0.0 0.0 0.0
H -3.37193 3.22163 -5.50345 0.0 0.0 0.0
H -0.28457 4.67034 -4.79682 0.0 0.0 0.0
H 1.93834 4.65344 -3.88795 0.0 0.0 0.0
H 2.37065 3.10465 -3.13877 0.0 0.0 0.0
H 2.01870 4.48147 -2.12518 0.0 0.0 0.0
H 0.51372 2.42265 -1.26054 0.2 0.3 0.0
H -3.41305 2.47933 -2.94050 0.0 0.0 0.0
H -3.72929 2.86276 0.51798 0.0 0.0 0.0
H -5.13485 2.12023 -0.26003 0.0 0.0 0.0
H -4.02270 3.12230 -1.19450 0.0 0.0 0.0
H -2.99172 0.78716 1.50036 0.0 0.0 0.0
H -2.97801 -0.69820 0.55053 0.0 0.0 0.0
H -4.49301 0.14059 0.82857 0.0 0.0 0.0
H -3.69466 0.63979 -2.76560 0.0 0.0 0.0
H -4.88037 0.03233 -1.60541 0.0 0.0 0.0
H -3.29543 -0.73613 -1.75419 0.0 0.0 0.0


[4]
49
Properties=species:S:1:pos:R:3:forces:R:3 method="wB97M-V/def2-TZVPD" e_lumo_ev=2.4152 largest_force_ev_per_a=0.09 homo_lumo_gap_ha=0.293 homo_energy_ev=-5.57 total_charge=-1 e_above_lowest_ev=0.000
Pb 2.29639 1.15281 -0.90908 0.0 0.0 0.0
O -2.98781 3.54585 1.69853 0.0 0.0 0.0
C -1.85405 3.12266 1.08429 0.0 0.0 0.0
C -1.83998 2.75417 -0.25613 0.0 0.0 0.0
C -0.65187 2.31464 -0.79753 0.0 0.0 0.0
N 0.45079 2.25357 -0.06170 0.1 0.0 -0.1
C 0.44897 2.57917 1.22615 0.0 0.0 0.1
C -0.69316 3.03976 1.84486 0.0 0.0 0.0
C 1.75661 2.32394 1.98698 0.0 0.0 0.0
O 1.76570 2.58830 3.18273 0.0 0.0 0.0
O 2.69316 1.83882 1.27490 0.0 0.0 0.1
C -0.54461 1.79984 -2.23587 0.0 0.0 0.0
O -1.56738 1.82764 -2.91456 0.0 0.0 0.0
O 0.60781 1.37554 -2.55911 0.0 -0.1 0.0
H -3.71236 3.52244 1.06400 0.0 0.0 0.0
H -2.72264 2.76901 -0.88318 0.0 0.0 0.0
H -0.67068 3.29066 2.89501 0.0 0.0 0.0
O 3.85339 1.79891 -1.84109 0.0 0.0 0.0
C -3.11316 -1.08541 -1.83578 0.0 0.0 0.0
C -2.11785 -0.96532 -0.71348 0.0 0.0 0.0
C -2.53133 -0.74539 0.59613 0.0 0.0 0.0
C -1.60940 -0.55414 1.62154 0.0 0.0 0.0
C -2.05781 -0.28986 3.03425 0.0 0.0 0.0
C -0.25530 -0.60297 1.31889 0.0 0.0 0.0
C 0.19212 -0.80992 0.01382 0.0 0.0 0.0
C -0.75560 -0.99176 -0.99383 0.0 0.0 0.0
N 1.58994 -0.73638 -0.21821 0.0 0.0 0.0
C 2.31793 -1.91874 -0.71876 0.0 0.0 0.0
C 1.86001 -3.14526 0.07534 0.0 0.0 0.0
C 3.80200 -1.68245 -0.42787 0.0 0.0 0.0
C 2.13017 -2.18052 -2.21903 0.0 0.0 0.0
H -4.13374 -1.14402 -1.45466 0.0 0.0 0.0
H -2.92240 -1.97419 -2.44007 0.0 0.0 0.0
H -3.03286 -0.21710 -2.49431 0.0 0.0 0.0
H -3.59356 -0.69958 0.81827 0.0 0.0 0.0
H -1.89670 -1.16508 3.66805 0.0 0.0 0.0
H -3.11802 -0.03743 3.07397 0.0 0.0 0.0
H -1.49157 0.53538 3.47014 0.0 0.0 0.0
H 0.48772 -0.44058 2.09231 0.0 0.0 0.0
H -0.43013 -1.07556 -2.02266 0.0 0.0 0.0
H 1.99963 -2.97245 1.14387 0.0 0.0 0.0
H 2.44486 -4.01892 -0.22064 0.0 0.0 0.0
H 0.80552 -3.36160 -0.10237 0.0 0.0 0.0
H 3.94405 -1.48783 0.63615 0.0 0.0 0.0
H 4.19971 -0.82873 -0.98689 0.0 0.0 0.0
H 4.39286 -2.55407 -0.71682 0.0 0.0 0.0
H 1.10593 -2.47737 -2.44563 0.0 0.0 0.0
H 2.79319 -2.98463 -2.54933 0.0 0.0 0.0
H 2.36550 -1.28590 -2.80161 0.0 0.0 0.0


[5]
45
Properties=species:S:1:pos:R:3:forces:R:3 method="wB97M-V/def2-TZVPD" smiles="CCc1cccc(NC(=O)c2ccc(Cn3nc(C)cc3C)o2)c1" e_lumo_ev=0.5467 largest_force_ev_per_a=1.26 homo_lumo_gap_ha=0.326 homo_energy_ev=-8.34 total_charge=0 e_above_lowest_ev=1.636
C -6.16611 1.50569 2.06800 0.0 -0.1 0.2
C -5.65357 1.02224 3.41835 -0.1 0.1 -0.1
C -4.23539 0.51363 3.42769 0.1 -0.1 0.2
C -3.64223 0.21928 4.65273 0.0 0.0 0.0
C -2.34643 -0.25745 4.71258 0.0 0.0 0.0
C -1.62009 -0.44746 3.55230 0.0 0.0 -0.1
C -2.20130 -0.15808 2.32110 -0.2 0.1 0.3
N -1.42943 -0.36130 1.17340 0.4 -0.2 0.1
C -1.76102 -0.17052 -0.13539 0.1 -0.1 0.2
O -2.83530 0.21955 -0.54837 0.0 0.0 -0.1
C -0.65232 -0.48459 -1.05257 -0.3 0.2 -1.2
C -0.60981 -0.41029 -2.42101 -0.2 0.0 0.9
C 0.68835 -0.80861 -2.80068 0.4 -0.2 0.5
C 1.35389 -1.10134 -1.64360 0.0 0.0 -0.8
C 2.76920 -1.52559 -1.40880 -0.3 -0.1 0.1
N 3.69417 -0.54064 -1.90346 0.3 0.5 0.3
N 4.35584 -0.75847 -3.04326 0.2 -0.5 -0.7
C 5.06879 0.32899 -3.27427 -0.2 0.0 0.2
C 5.95274 0.45100 -4.46339 0.0 0.0 0.0
C 4.85145 1.27716 -2.25644 -0.2 -0.2 0.1
C 3.95536 0.68829 -1.39310 0.2 0.1 -0.1
C 3.33933 1.18259 -0.13563 -0.1 0.0 0.0
O 0.55088 -0.90377 -0.57767 0.0 0.0 0.3
C -3.50681 0.32068 2.26484 -0.1 0.0 -0.1
H -7.17511 1.89778 2.17780 -0.1 0.0 -0.1
H -6.19508 0.69300 1.34689 0.0 0.0 -0.1
H -5.53215 2.29721 1.67588 0.0 0.1 -0.1
H -5.72618 1.83922 4.14259 0.0 -0.1 0.0
H -6.30385 0.21954 3.78136 0.0 0.1 0.1
H -4.20302 0.36642 5.56454 -0.1 0.0 0.1
H -1.89625 -0.48175 5.66845 0.0 0.0 0.1
H -0.60551 -0.81873 3.59766 0.1 0.0 0.0
H -0.49354 -0.70349 1.34775 -0.2 0.1 -0.1
H -1.41606 -0.10706 -3.05565 -0.2 0.1 -0.1
H 1.08805 -0.87114 -3.79162 0.2 0.0 -0.2
H 2.92310 -1.68651 -0.33712 0.0 -0.1 -0.1
H 2.98485 -2.44906 -1.95333 0.0 0.1 0.2
H 5.87615 -0.44928 -5.06595 0.0 0.0 -0.1
H 5.66200 1.31173 -5.06407 0.0 0.0 -0.1
H 6.98817 0.58774 -4.15413 0.1 0.0 -0.1
H 5.29096 2.25000 -2.17116 0.1 0.2 0.1
H 3.55813 0.51025 0.69475 0.0 0.0 0.1
H 3.73362 2.16666 0.10149 0.0 0.0 0.0
H 2.25649 1.25795 -0.23633 -0.1 0.0 0.1
H -3.93304 0.53635 1.30156 0.0 0.0 0.0